129
Properties=species:S:1:pos:R:3:forces:R:3 method="wB97M-V/def2-TZVPD" lumo_energy_ev=0.535 homo_ev=-9.362 relative_energy_ev=0.000 charge=0 max_force_ha_per_bohr=0.027
C 3.68102 -0.41611 -4.58988 0.00 0.64 0.30
C 2.64328 -0.38305 -3.46655 -0.16 -1.11 -0.74
C 1.26297 -0.22023 -4.09132 -0.28 0.79 0.80
O 2.71291 -1.63084 -2.73740 -0.03 0.12 -0.24
H 3.82632 0.62780 -4.88771 0.27 -0.15 -0.20
H 3.34455 -0.97297 -5.46413 -0.15 -0.11 0.09
H 4.62590 -0.84648 -4.25973 0.04 0.13 0.09
H 2.87454 0.42646 -2.77048 -0.06 0.00 0.06
H 0.47247 -0.13357 -3.33895 0.23 -0.19 -0.14
H 1.03435 -1.06013 -4.73931 0.03 -0.02 -0.24
H 1.19625 0.73716 -4.61394 0.15 -0.22 -0.34
H 1.87586 -2.12528 -2.84945 0.24 0.07 0.27
C -0.18032 -2.62298 4.70169 0.46 -1.02 -0.05
C -0.48970 -3.05531 3.27549 0.50 1.00 -0.18
C 0.76263 -3.26152 2.43505 -0.14 -0.84 -0.29
O -1.25666 -4.24444 3.23499 0.05 -0.30 -0.14
H 0.37553 -3.41681 5.21596 -0.08 -0.14 -0.17
H -1.10529 -2.51142 5.26864 0.10 0.61 0.06
H 0.51390 -1.78317 4.70567 -0.53 0.43 0.12
H -1.04239 -2.25100 2.77407 -0.21 0.02 0.19
H 0.45853 -3.57346 1.43189 0.01 -0.12 0.04
H 1.36302 -4.06545 2.86791 0.06 0.03 -0.03
H 1.39957 -2.39382 2.27327 -0.19 0.24 0.42
H -1.95379 -4.18975 3.89640 -0.04 0.04 -0.02
C -2.57908 -2.30947 -2.08159 -0.07 0.11 0.00
C -2.65488 -3.05727 -0.75925 -0.07 -0.40 -0.50
C -3.94778 -3.85439 -0.69240 0.00 0.12 0.59
O -1.51782 -3.95820 -0.70408 -0.42 0.24 0.22
H -3.39402 -1.59181 -2.19326 0.03 0.08 0.28
H -2.69986 -2.99630 -2.92243 0.20 -0.16 0.10
H -1.63937 -1.77428 -2.19298 -0.01 -0.04 -0.07
H -2.58544 -2.38937 0.10590 -0.09 -0.03 -0.27
H -4.14935 -4.21955 0.31974 0.07 0.05 0.00
H -3.89774 -4.73132 -1.33642 -0.09 0.17 -0.28
H -4.76507 -3.18469 -0.96337 -0.15 -0.26 -0.10
H -1.65488 -4.45985 0.10973 0.39 -0.15 -0.06
C 4.90492 3.13632 0.73407 0.44 -0.39 -0.13
C 3.82361 2.16089 1.19906 0.39 0.18 -0.10
C 2.74224 2.87672 1.97642 -0.06 0.57 0.37
O 3.28027 1.52139 0.04415 -0.23 -0.21 0.34
H 5.69656 2.61071 0.19043 -0.15 -0.19 0.01
H 5.42045 3.62851 1.56211 -0.32 0.22 0.00
H 4.48763 3.84236 0.01558 -0.09 0.22 0.25
H 4.28061 1.41161 1.85979 -0.04 -0.06 -0.10
H 1.95774 2.24824 2.39744 0.07 -0.26 -0.26
H 2.26956 3.65994 1.37734 -0.03 -0.13 -0.13
H 3.20353 3.38841 2.82718 0.05 -0.03 -0.06
H 3.79478 0.70576 -0.12806 -0.19 0.02 -0.17
C -5.31264 3.65503 -2.86483 -0.65 0.11 0.19
C -3.99868 3.51205 -2.12592 0.16 -1.05 -0.93
C -4.11994 2.79707 -0.78825 0.04 0.37 0.46
O -3.19174 2.67643 -2.97208 0.23 0.32 0.29
H -5.98848 4.36918 -2.38534 0.06 -0.11 0.19
H -5.80824 2.68192 -2.89343 -0.02 0.01 0.03
H -5.22173 3.98850 -3.89837 0.45 -0.01 0.04
H -3.50767 4.48638 -2.03521 -0.06 0.08 0.29
H -4.55969 1.80173 -0.86392 -0.16 0.07 -0.40
H -4.70511 3.36218 -0.05695 0.07 0.06 -0.01
H -3.11704 2.63787 -0.38707 0.01 0.15 0.09
H -2.31490 2.59393 -2.54126 -0.19 -0.15 -0.32
C -0.94637 2.01127 3.64031 0.27 0.46 0.36
C -1.19358 3.48235 3.30950 0.37 -0.53 0.65
C -1.92447 3.67971 2.01155 0.29 0.19 -0.48
O -1.92706 4.09731 4.37793 -0.30 0.00 -0.31
H -0.26559 1.54245 2.92855 -0.33 -0.08 -0.26
H -1.90574 1.50334 3.73284 0.11 -0.26 -0.12
H -0.42504 1.96734 4.60298 -0.15 -0.12 0.08
H -0.21279 3.97169 3.28405 0.00 0.09 -0.38
H -1.32349 3.27797 1.19002 0.21 0.13 0.08
H -2.06027 4.74932 1.84555 -0.24 -0.07 -0.12
H -2.87230 3.14875 1.91821 -0.14 0.14 0.50
H -1.44686 3.93399 5.19448 0.00 0.01 0.02
C 1.61258 3.38439 -2.66100 0.59 0.31 -0.52
C 0.17350 3.69431 -2.27435 0.40 -0.86 -0.40
C -0.50452 4.46685 -3.39435 -0.19 0.33 -0.01
O -0.52434 2.43640 -2.11948 0.05 0.57 0.35
H 2.11367 2.65674 -2.02282 -0.19 0.08 0.29
H 2.21501 4.30094 -2.67622 -0.06 -0.04 0.20
H 1.68180 2.99734 -3.68331 -0.29 -0.07 0.03
H 0.19127 4.19184 -1.29934 -0.27 0.31 -0.14
H -1.41769 4.99324 -3.11377 -0.02 -0.17 0.24
H -0.77827 3.76679 -4.18420 0.06 -0.07 0.01
H 0.15374 5.21857 -3.83393 0.15 -0.06 0.13
H -0.18418 2.06719 -1.28099 -0.15 -0.35 -0.05
C -1.45188 -0.16193 0.69777 -0.28 -0.19 0.45
C 0.05149 -0.14601 0.46810 0.13 0.91 -0.36
C 0.48175 -0.94377 -0.74566 -0.03 0.02 0.15
O 0.46584 1.22565 0.25436 -0.19 -0.08 0.11
H -2.01186 -0.52669 -0.16360 0.15 0.24 -0.03
H -1.86987 0.79991 0.99603 0.31 0.19 -0.16
H -1.67356 -0.81556 1.54392 -0.12 -0.15 -0.13
H 0.57786 -0.45710 1.37364 -0.07 -0.33 0.03
H 1.55008 -0.82141 -0.93401 -0.09 -0.21 0.26
H -0.01720 -0.54221 -1.63099 -0.13 -0.02 0.29
H 0.22763 -2.00311 -0.66752 0.14 0.08 0.12
H 1.44164 1.21023 0.23447 0.09 0.27 -0.19
C -3.91506 -0.61793 6.10408 -0.29 0.08 0.36
C -4.88658 -0.87099 4.94703 -0.04 -0.66 0.83
C -4.23589 -0.73628 3.60150 0.24 0.65 -0.71
O -5.38217 -2.22154 4.99887 0.27 -0.31 -0.33
H -2.89977 -0.95734 5.89536 0.00 0.13 -0.23
H -4.22071 -1.16233 7.00175 -0.20 0.00 -0.09
H -3.91623 0.43685 6.38682 0.25 0.03 -0.18
H -5.77595 -0.24248 5.05901 0.29 0.40 -0.21
H -3.36501 -1.38679 3.48555 -0.32 -0.45 0.13
H -3.79900 0.24633 3.39769 -0.35 0.21 0.36
H -4.97532 -0.91201 2.82018 0.17 -0.23 -0.09
H -6.01865 -2.31713 5.71086 0.03 0.14 0.11
C 6.61711 -1.11961 -1.33086 0.16 0.37 -0.02
C 5.57240 -1.60489 -0.32109 -0.06 -0.15 -0.84
C 6.00218 -1.47105 1.11630 -0.58 0.48 0.09
O 4.32231 -0.92692 -0.55870 0.54 -0.56 0.41
H 7.34071 -1.90682 -1.54938 0.12 0.12 0.10
H 7.13801 -0.21467 -1.00196 0.08 -0.18 0.29
H 6.16956 -0.80695 -2.27551 -0.28 -0.36 0.00
H 5.40933 -2.67270 -0.51608 -0.10 0.06 -0.01
H 6.97163 -1.94553 1.24934 0.04 0.08 0.18
H 5.25616 -1.91637 1.77684 0.13 -0.23 -0.03
H 6.03029 -0.41402 1.39990 0.36 -0.01 -0.08
H 3.90713 -1.42328 -1.28694 -0.52 0.42 -0.11
C 1.71289 -4.30663 -4.59847 0.19 -0.37 -0.30
C 0.77844 -4.61223 -3.45172 0.14 0.34 0.13
O 0.45260 -3.39652 -2.75714 -0.05 -0.28 -0.44
H 2.67062 -3.90866 -4.26844 -0.09 0.30 0.02
H 1.22534 -3.65413 -5.32281 0.11 0.31 0.14
H 1.94534 -5.21515 -5.16286 -0.10 -0.11 0.21
H 1.25103 -5.27306 -2.71969 -0.09 -0.30 -0.24
H -0.11436 -5.07130 -3.88704 -0.12 -0.06 0.37
H -0.19547 -3.61622 -2.06573 0.13 0.06 0.00